[1]
DFT (wB97M-V/def2-TZVPD) results for a structure of composition C39H38FN6O4S2Y.

Values from the calculation:
HOMO: -1.84 eV
charge: -2
frontier orbital gap: 6.2 eV
lowest unoccupied orbital energy: 4.3930 eV
energy relative to the best compared isomer or geometry (same formula, charge and spin): 8.9 kcal/mol

Each line ends with the Mulliken charge.
Positions of all 91 atoms, in Å:
Y 0.68090 0.11650 0.05098  -0.1787
C 5.49411 1.20550 0.67569  -1.8179
C 4.16421 0.84145 0.08065  0.2587
N 3.28095 0.15983 0.70904  0.9875
N 3.69287 -0.22771 1.97265  -1.5766
C 3.09228 -1.30411 2.41648  0.4343
N 3.46721 -1.64647 3.70845  -0.4308
S 1.93300 -2.29127 1.64429  -0.4402
C 3.88224 1.23518 -1.32104  0.8878
C 4.34233 2.44248 -1.84336  -1.0283
C 4.03612 2.75282 -3.15431  -0.6146
C 3.29600 1.85027 -3.90384  -0.6861
C 2.88539 0.67444 -3.29760  -0.1122
N 3.18182 0.36395 -2.03918  -0.0702
H 5.93346 0.33455 1.15989  0.3972
H 5.36664 1.96381 1.45268  0.2382
H 6.16791 1.58746 -0.08935  0.5549
H 4.37267 -1.29794 3.98335  0.2733
H 3.25310 -2.59473 3.96317  0.2385
H 4.86609 3.14663 -1.21117  0.3816
H 4.34530 3.70071 -3.57847  0.3407
H 2.99248 2.06460 -4.91907  0.3937
H 2.25143 -0.02661 -3.82505  0.5637
O 0.06349 1.39764 -4.06938  -0.8408
C 0.07493 1.63268 -2.86005  0.1438
O 0.30185 0.73163 -1.97155  0.6971
C -0.20758 3.04046 -2.38862  -0.2753
C -0.99690 3.80197 -3.25388  -0.7113
C -1.34209 5.11123 -2.98125  -0.7964
C -0.86363 5.68958 -1.80793  -0.5562
C -0.07320 4.95605 -0.94953  -1.0005
C 0.27966 3.61288 -1.19653  1.5382
S 1.32291 2.85863 -0.00476  -0.4453
H -1.33150 3.31888 -4.16305  0.3754
H -1.97093 5.66986 -3.66486  0.3542
H -1.11541 6.71505 -1.55679  0.3508
H 0.29514 5.40127 -0.03312  0.4222
O -2.80190 2.01597 2.01817  -0.8348
C -1.67817 1.58715 1.77460  0.3576
O -1.27923 1.00916 0.71779  0.4538
C -0.60766 1.74959 2.84980  0.0946
C -0.92595 2.42182 4.02181  -0.9351
C 0.04735 2.58331 4.98823  -0.4521
C 1.30928 2.06687 4.74329  -0.9941
C 1.54043 1.40526 3.54797  -0.4683
N 0.60307 1.23833 2.61205  0.8350
H -1.93493 2.79452 4.12504  0.5290
H -0.17021 3.10549 5.91328  0.3955
H 2.11447 2.16684 5.45979  0.4375
H 2.51525 0.99609 3.32105  0.3211
C -1.23060 -3.85892 2.41388  -1.3213
C -2.05577 -2.59828 2.66358  0.5656
C -1.22882 -1.46591 3.25978  -0.4458
C -2.90669 -2.12238 1.49108  1.1132
C -4.27444 -2.08166 1.75342  -1.0316
C -5.18877 -1.65774 0.81031  -1.3438
C -4.71639 -1.27394 -0.42619  -0.7910
C -3.35993 -1.29736 -0.75169  0.9026
C -3.08424 -0.76482 -2.16170  0.6541
C -1.98633 -1.39408 -3.01551  -1.7490
C -2.94787 0.76051 -2.11055  -1.1468
C -2.42064 -1.71486 0.22176  -1.2555
N -1.02387 -1.75508 -0.09293  3.6339
C -0.64656 -2.90892 -0.69771  -0.0677
C -1.41058 -4.09539 -0.83583  -0.7551
C -0.92149 -5.22404 -1.47397  -0.7726
C 0.35058 -5.25661 -2.03154  -0.7428
C 1.12570 -4.10044 -1.94650  -0.9809
C 0.61784 -3.00175 -1.31129  -0.7365
F 1.37733 -1.85783 -1.32334  0.2386
H -0.79788 -4.19812 3.36027  0.4901
H -0.40856 -3.68731 1.72657  -0.0657
H -1.85282 -4.66144 2.01088  0.3349
H -2.78901 -2.87619 3.43031  0.4634
H -0.52108 -1.08309 2.53408  -0.4967
H -0.64282 -1.81857 4.11378  0.4760
H -1.87527 -0.64817 3.58549  0.3073
H -4.62032 -2.38735 2.73575  0.2946
H -6.24813 -1.62329 1.03833  0.3243
H -5.41570 -0.92923 -1.18189  0.3398
H -4.01651 -0.97792 -2.70111  0.4765
H -0.98849 -1.12850 -2.68408  -0.1492
H -2.08990 -1.01101 -4.03524  0.5606
H -2.07456 -2.48125 -3.04926  0.4022
H -2.12053 1.05794 -1.47048  -0.3117
H -3.84939 1.21540 -1.69272  0.5247
H -2.77896 1.16015 -3.11463  0.4528
H -2.41308 -4.10884 -0.42823  0.4551
H -1.55877 -6.10044 -1.53549  0.3674
H 0.72993 -6.14187 -2.52528  0.3420
H 2.11629 -4.03095 -2.37858  0.4535

[2]
DFT (wB97M-V/def2-TZVPD) results for the molecule C2H5N3S2.

Values from the calculation:
HOMO: -9.07 eV
charge: 0
frontier orbital gap: 7.8 eV
SMILES: [H]/N=C/NC(=S)NS
lowest unoccupied orbital energy: -1.2798 eV
energy relative to the best compared isomer or geometry (same formula, charge and spin): 118.9 kcal/mol

Each line ends with the Mulliken charge.
Positions of all 12 atoms, in Å:
C -1.30945 -0.03830 0.17742  0.1478
C 0.93891 -1.01625 0.35347  -0.1179
H -0.47911 2.31907 -1.53198  0.1988
H -1.29746 1.69774 1.41482  0.3045
H -0.42264 -1.57858 -0.94553  0.3229
H 1.05471 -0.40776 1.20476  0.5469
H 2.99026 -1.33306 -0.27809  0.2204
N -0.64985 1.08199 0.93064  -0.5017
N -0.37828 -1.03816 0.05113  -0.2133
N 2.05740 -1.38402 -0.56804  -0.6134
S 0.47263 1.98700 -0.41635  -0.0629
S -2.97710 -0.28967 -0.39225  -0.2322

[3]
DFT (wB97M-V/def2-TZVPD) results for a cluster of 2 separate species, C5H13N2O in total.

Values from the calculation:
HOMO: -14.76 eV
charge: +1
frontier orbital gap: 10.5 eV
lowest unoccupied orbital energy: -4.2783 eV
energy relative to the best compared isomer or geometry (same formula, charge and spin): 87.4 kcal/mol

Each line ends with the Mulliken charge.
Positions of all 21 atoms, in Å:
C 0.17941 1.09029 -0.84785  0.1568
C -0.49381 0.06389 0.00184  0.0134
C 0.99077 2.07797 -0.06668  -1.1843
C -2.94892 -0.19868 0.07413  -1.3284
C -1.56914 -0.32917 0.84125  0.5809
N 3.08560 -1.26058 -0.45072  -0.9630
N 0.46736 -0.36986 -0.70006  -0.0879
O -1.30449 -1.62731 1.41466  -0.5477
H -0.30904 1.38614 -1.75560  0.4742
H 2.07265 1.84422 -0.08945  0.2657
H 0.76240 1.89377 1.03006  0.3537
H 0.77470 3.03721 -0.46305  0.3333
H -3.75828 -0.19640 0.74899  0.4204
H -3.09810 -1.03347 -0.62771  0.3746
H -3.09686 0.80762 -0.40515  0.3735
H -1.67165 0.28524 1.73392  0.2122
H 3.56230 -1.77537 -1.31222  0.2943
H 3.11715 -1.97042 0.33404  0.2889
H 1.35575 -0.81426 -0.47174  0.3625
H 3.73196 -0.51069 -0.24254  0.2709
H -1.84975 -2.40012 1.25388  0.3360

[4]
DFT (wB97M-V/def2-TZVPD) results for a structure of composition C22H30MgN6O6.

Values from the calculation:
HOMO: -8.61 eV
charge: 0
frontier orbital gap: 8.3 eV
lowest unoccupied orbital energy: -0.3229 eV
energy relative to the best compared isomer or geometry (same formula, charge and spin): 1.6 kcal/mol

Each line ends with the Mulliken charge.
Positions of all 65 atoms, in Å:
Mg -0.25438 -0.13357 -0.21004  1.8317
O -1.85259 1.31726 0.08478  -0.4855
C -2.70178 0.96342 1.17368  -0.4952
C -2.88665 -0.55014 1.23664  -1.0006
N -1.57378 -1.19599 1.15657  0.4397
C -1.64226 -2.43875 0.38646  -0.8008
C -1.90849 -2.08203 -1.10265  0.4103
O -2.46997 -2.89684 -1.81968  -0.7474
O -1.50607 -0.90794 -1.44612  -0.8888
C -0.88572 -1.31575 2.44344  -0.8379
C 0.57633 -0.82806 2.29047  0.4917
O 1.44752 -1.27015 3.02746  -0.7972
O 0.71787 0.06280 1.38201  -0.7296
H -2.20417 0.88831 -0.71939  0.3832
H -2.20911 1.32848 2.07626  0.1721
H -3.67360 1.45723 1.08054  0.4633
H -3.43209 -0.83662 2.14345  0.4533
H -3.48022 -0.86062 0.37453  0.3985
H -0.67039 -2.93547 0.43099  0.5125
H -2.40786 -3.13287 0.74898  0.2956
H -1.34944 -0.64694 3.17346  0.4166
H -0.91276 -2.32903 2.84933  0.3636
C -1.35751 4.91964 4.35745  -0.4015
C -0.63879 3.77884 4.69166  -0.6443
C 0.16921 3.16233 3.75263  -0.2327
C 0.21407 3.66496 2.45498  0.1779
C -0.50292 4.81033 2.11585  -0.1203
C -1.27736 5.44182 3.07251  -0.6288
N 1.04296 2.98730 1.54609  -0.2327
N 0.65696 2.96857 0.38806  0.0584
C 1.30146 2.37454 -0.67052  0.3383
C 2.43976 3.00428 -1.19945  -0.9288
C 2.90422 2.61724 -2.43406  -0.4278
C 2.23354 1.61648 -3.12881  -0.8160
C 1.14115 1.02748 -2.52929  -0.2698
N 0.66961 1.37550 -1.32752  0.0493
H -1.97752 5.40491 5.09975  0.3927
H -0.70694 3.37844 5.69471  0.3901
H 0.73553 2.26746 3.98176  0.5121
H -0.43497 5.19352 1.10607  0.4154
H -1.82783 6.33524 2.80850  0.3733
H 2.92572 3.77657 -0.61956  0.4404
H 3.78316 3.08293 -2.86062  0.4088
H 2.56243 1.30884 -4.11090  0.4502
H 0.58939 0.23194 -3.01776  0.4459
C 0.62371 -3.71575 -2.19405  -1.1192
N 1.94935 -3.32802 -1.73845  0.0980
C 2.83186 -4.43865 -1.40833  -1.2803
C 2.09584 -2.10754 -1.14050  0.3566
O 1.10181 -1.43358 -0.82197  0.1000
N 3.36740 -1.67882 -0.94466  0.3328
C 3.65486 -0.62494 0.01429  -0.6621
C 4.48241 -2.04352 -1.79600  -1.2338
H 0.72128 -4.40627 -3.03180  0.4569
H 0.06926 -2.84465 -2.52853  0.2313
H 0.05108 -4.20863 -1.40355  0.3643
H 2.22895 -5.26708 -1.03040  0.4032
H 3.52742 -4.15144 -0.62393  0.4145
H 3.38792 -4.79065 -2.28024  0.2997
H 2.77820 -0.42089 0.62380  -0.1086
H 3.96582 0.28824 -0.49700  0.2743
H 4.47243 -0.95087 0.66134  0.3895
H 4.13908 -2.60308 -2.66181  0.3787
H 5.22989 -2.62708 -1.25207  0.3088
H 4.96128 -1.12525 -2.14610  0.3962